One molecule with the formula CH5N3O2 in a non-equilibrium geometry. Source: the Open Molecules 2025 dataset; level of theory: ωB97M-V/def2-TZVPD.

Output
Max |F|   4.2 eV Å⁻¹
Net charge   0
Relative energy (zero: lowest compared OMol25 entry of this formula, charge and spin)   97.5 kcal/mol
Structure (SMILES)   N=C(NO)NO
DFT total energy   -9678.2422 eV

Last column: natural (NBO) charge in e.
Geometry (Å):
C1 -0.3449 -0.0126 -0.6787  0.5076
H1 0.4343 -0.8501 1.9935  0.4892
H2 -1.8736 0.3384 0.8202  0.3695
H3 -1.8038 0.0623 -1.4840  0.3294
H4 1.7352 -0.0268 -1.2602  0.3732
H5 1.1615 1.3015 0.4778  0.4568
N1 -0.7724 0.1139 0.7123  -0.3879
N2 -0.8880 0.1276 -1.8045  -0.6539
N3 1.0827 -0.2923 -0.5906  -0.3449
O1 -0.3479 -1.1245 1.2786  -0.5582
O2 1.6168 0.3626 0.5357  -0.5808

Forces on the atoms, in the same order (eV/Å):
3.996 0.042 0.985
-2.945 -0.774 -2.923
3.226 -1.374 -0.261
-3.162 0.265 -0.602
0.199 0.348 -2.460
1.633 -2.495 0.657
-2.697 -0.067 -1.739
0.851 -0.183 0.621
-2.025 -0.022 1.763
1.455 1.272 3.545
-0.532 2.989 0.416